one:
{
  "formula": "C3H2N2",
  "method": "ωB97M-V/def2-TZVPD",
  "species": ["C", "C", "C", "N", "N", "H", "H"],
  "xyz": [[-0.091, 0.536, -0.008], [0.131, -0.758, -0.006], [2.336, 1.027, 0.000], [2.254, -0.152, -0.003], [1.423, -1.176, 0.004], [0.145, 1.573, 0.018], [-0.609, -1.545, -0.017]],
  "orbital_gap_ev": [8.53, 7.20]
}

two:
{
  "formula": "C3H2N2",
  "method": "ωB97M-V/def2-TZVPD",
  "species": ["C", "C", "C", "N", "N", "H", "H"],
  "xyz": [[-0.038, 0.352, 1.345], [-0.112, 1.115, 0.313], [0.061, -0.728, 0.398], [-0.119, 1.437, -1.004], [-0.015, 0.326, -1.462], [1.029, -1.159, 0.194], [-0.806, -1.343, 0.216]],
  "orbital_gap_ev": [8.82, 8.82]
}

It is one that is the most stable of them.